Here is a 2-piece molecular cluster, Cl2H3N2P overall from OMol25. Energies are from wB97M-V/def2-TZVPD.

Last column: Löwdin charge in e.
Positions of all 8 atoms, in Å:
N -0.7122 -0.0308 1.3511  -0.38
N -0.6233 -0.2673 -1.2392  -0.15
P 0.2028 0.0613 0.1335  -0.28
Cl 1.0975 1.9541 0.0753  0.19
Cl 1.8000 -1.1897 0.2945  0.23
H -0.0081 0.3831 2.7166  0.24
H -0.3351 -0.0198 -2.2052  0.09
H -1.4216 -0.8909 -1.1265  0.07

net charge = 0
ΔE to the lowest compared entry with this formula, charge and spin = 273.7 kJ/mol
max |F| = 5.60 eV Å⁻¹
2S+1 = 1

---

Here is a 2-piece molecular cluster, Cl2H3NSi overall from OMol25. Energies are from wB97M-V/def2-TZVPD.

Last column: Löwdin charge in e.
Positions of all 7 atoms, in Å:
H -1.6687 -0.0215 0.8460  -0.01
N -0.8764 -0.2354 0.2270  -0.26
Si -0.2793 0.2484 -1.1926  0.16
Cl 1.6777 0.5969 -1.2311  0.31
H -0.4523 0.3143 -2.6207  -0.09
Cl 1.0002 -0.5798 2.5791  0.25
H 0.5988 -0.3228 1.3923  -0.36

net charge = 0
ΔE to the lowest compared entry with this formula, charge and spin = 326.7 kJ/mol
max |F| = 2.50 eV Å⁻¹
2S+1 = 1
SMILES = [H]/N=[SiH]/Cl.Cl

---

Here is a 2-piece molecular cluster, Cl2H3NSi overall from OMol25. Energies are from wB97M-V/def2-TZVPD.

Last column: Löwdin charge in e.
Positions of all 7 atoms, in Å:
H -0.1351 1.6915 -0.1499  0.04
N 0.1569 0.6394 -0.0677  -0.29
Si 1.6084 0.0750 0.2329  0.10
Cl 1.8900 -1.8473 0.0048  0.36
H 2.8188 0.8290 0.5994  -0.07
Cl -1.4287 -1.9144 -0.9316  0.17
H -0.6714 -0.9627 -0.3428  -0.31

net charge = 0
ΔE to the lowest compared entry with this formula, charge and spin = 303.7 kJ/mol
max |F| = 3.10 eV Å⁻¹
2S+1 = 1
SMILES = [H]/N=[SiH]/Cl.Cl

---

Here is Cl2H4LiO2 as an isolated structure from OMol25. Energies are from wB97M-V/def2-TZVPD.

Last column: Löwdin charge in e.
Positions of all 9 atoms, in Å:
Li 0.1664 0.6515 -0.0514  0.39
Cl 1.3925 0.5223 2.0053  -0.54
Cl 0.4190 2.1974 -1.7246  -0.64
O -1.9463 0.0704 0.2102  -0.11
H -2.1289 -0.3667 1.0510  0.05
H -2.6598 0.7073 0.0940  0.05
O 1.2776 -1.0598 -0.6649  -0.18
H 1.4747 -1.3014 0.2574  -0.04
H 2.0049 -1.4211 -1.1769  0.04

net charge = -1
ΔE to the lowest compared entry with this formula, charge and spin = 0.0 kJ/mol
max |F| = 0.75 eV Å⁻¹
2S+1 = 1